Below is a cluster of 3 separate species, C48H53Cl3NO9P in total in a non-equilibrium geometry, with properties calculated with ωB97M-V with the def2-TZVPD basis set.

Last column: Löwdin charge in e.
Geometry (Å):
C (2.62, 4.44, -0.67)  -0.10
C (2.56, 3.26, -1.76)  -0.36
C (1.78, 3.89, -3.04)  -0.09
C (1.68, 2.02, -1.23)  -0.29
C (1.72, 0.81, -2.28)  -0.07
C (2.06, 1.59, 0.28)  -0.16
O (2.02, 0.16, 0.50)  -0.11
C (3.32, -0.35, 0.92)  -0.28
C (4.55, -0.02, -0.04)  -0.11
C (5.59, -1.21, -0.26)  -0.18
C (7.06, -0.51, -0.42)  -0.17
C (8.20, -1.30, 0.42)  -0.28
N (8.90, -0.44, 1.42)  -0.04
C (3.03, -1.95, 0.80)  -0.33
O (2.84, -2.63, -0.21)  0.11
O (2.93, -2.68, 2.01)  -0.08
C (2.78, -1.66, 3.06)  -0.23
C (1.18, -1.56, 3.21)  -0.53
Cl (0.30, -3.02, 2.46)  0.64
C (0.67, -1.48, 4.74)  -0.62
C (1.15, -2.71, 5.65)  -0.14
Cl (-1.19, -1.66, 4.65)  0.63
C (3.58, -0.35, 2.52)  -0.33
C (2.95, 0.90, 3.37)  -0.18
C (3.16, 0.80, 4.95)  -0.25
C (4.24, 1.85, 5.53)  -0.56
Cl (3.80, 3.59, 5.16)  0.52
P (5.41, -0.24, 2.98)  1.00
O (6.01, 1.36, 2.82)  -0.29
O (5.78, -0.95, 4.49)  -0.30
H (1.84, 4.33, 0.15)  0.08
H (2.57, 5.48, -1.15)  0.08
H (3.65, 4.35, -0.16)  0.08
H (3.61, 2.93, -2.05)  0.13
H (2.34, 4.84, -3.32)  0.07
H (0.75, 4.23, -2.66)  0.09
H (1.71, 3.16, -3.91)  0.07
H (0.60, 2.41, -1.22)  0.14
H (1.04, 1.12, -3.15)  0.08
H (2.77, 0.76, -2.70)  0.08
H (1.30, -0.17, -1.90)  0.09
H (1.21, 2.02, 0.93)  0.13
H (3.00, 2.10, 0.67)  0.12
H (5.00, 0.97, 0.30)  0.11
H (4.09, 0.20, -1.07)  0.12
H (5.72, -1.89, 0.65)  0.08
H (5.40, -1.77, -1.22)  0.12
H (7.08, 0.56, -0.02)  0.09
H (7.36, -0.44, -1.52)  0.10
H (8.97, -1.71, -0.34)  0.10
H (7.80, -2.20, 0.97)  0.11
H (8.83, 0.55, 1.21)  0.05
H (8.63, -0.66, 2.38)  0.05
H (3.22, -2.21, 3.96)  0.13
H (0.74, -0.66, 2.67)  0.11
H (0.83, -0.47, 5.23)  0.08
H (0.90, -3.72, 5.18)  0.08
H (2.29, -2.66, 5.81)  0.07
H (0.70, -2.58, 6.68)  0.08
H (3.50, 1.85, 3.02)  0.09
H (1.85, 1.09, 3.07)  0.12
H (2.17, 1.12, 5.43)  0.11
H (3.36, -0.25, 5.34)  0.10
H (4.16, 1.74, 6.67)  0.09
H (5.31, 1.58, 5.27)  0.06
H (6.97, 1.28, 3.02)  0.06
H (5.06, -1.52, 4.83)  0.04
O (-1.68, 3.34, -6.51)  0.10
C (-1.97, 2.30, -7.06)  -0.28
C (-2.47, 1.14, -6.28)  -0.09
C (-2.62, 1.27, -4.90)  0.00
C (-3.12, 0.20, -4.16)  -0.06
C (-3.47, -0.99, -4.79)  -0.05
C (-3.31, -1.12, -6.17)  0.00
C (-2.80, -0.06, -6.91)  -0.08
C (-2.61, -0.21, -8.37)  -0.28
O (-2.85, -1.27, -8.92)  0.10
C (-2.13, 0.95, -9.16)  -0.08
C (-1.99, 0.83, -10.54)  0.00
C (-1.57, 1.92, -11.30)  -0.06
C (-1.31, 3.14, -10.67)  -0.06
C (-1.44, 3.26, -9.29)  0.00
C (-1.85, 2.16, -8.53)  -0.08
H (-2.35, 2.19, -4.40)  0.12
H (-3.24, 0.30, -3.08)  0.11
H (-3.87, -1.81, -4.21)  0.11
H (-3.58, -2.05, -6.66)  0.12
H (-2.20, -0.11, -11.04)  0.12
H (-1.46, 1.83, -12.37)  0.11
H (-0.99, 4.00, -11.26)  0.11
H (-1.23, 4.21, -8.81)  0.12
O (-6.43, -3.48, 1.58)  0.10
C (-6.93, -2.86, 2.50)  -0.28
C (-8.37, -2.50, 2.46)  -0.08
C (-9.16, -2.90, 1.38)  0.00
C (-10.51, -2.61, 1.36)  -0.06
C (-11.09, -1.91, 2.42)  -0.06
C (-10.31, -1.49, 3.49)  0.00
C (-8.95, -1.78, 3.51)  -0.08
C (-8.12, -1.32, 4.65)  -0.28
O (-8.61, -0.65, 5.54)  0.10
C (-6.69, -1.70, 4.69)  -0.09
C (-5.91, -1.30, 5.78)  0.00
C (-4.57, -1.67, 5.85)  -0.06
C (-4.01, -2.45, 4.83)  -0.13
C (-4.78, -2.83, 3.74)  0.01
C (-6.12, -2.45, 3.67)  -0.08
H (-8.71, -3.45, 0.56)  0.12
H (-11.12, -2.92, 0.52)  0.11
H (-12.16, -1.69, 2.40)  0.11
H (-10.77, -0.95, 4.31)  0.12
H (-6.34, -0.70, 6.57)  0.12
H (-3.96, -1.36, 6.69)  0.11
H (-2.97, -2.75, 4.89)  -0.01
H (-4.34, -3.43, 2.96)  0.12

The net charge is 0. Its LUMO energy is -0.96 eV. Its gap between HOMO and LUMO is 7.242 eV.


Below is a structure of composition C48H54AuN4PS2 in a non-equilibrium geometry, with properties calculated with ωB97M-V with the def2-TZVPD basis set.

Last column: Löwdin charge in e.
Geometry (Å):
Au (-0.05, 0.04, 1.25)  1.39
C (-4.71, -3.21, 0.31)  -0.08
C (-3.91, -3.13, -0.99)  -0.18
C (-2.51, -2.70, -0.70)  -0.12
C (-1.37, -3.45, -0.64)  -0.11
C (-1.18, -4.88, -1.02)  -0.18
C (-1.07, -5.84, 0.16)  -0.08
C (-0.33, -2.60, -0.11)  -0.21
C (0.98, -2.93, 0.12)  0.04
C (1.83, -2.21, 0.95)  -0.22
C (3.18, -2.51, 1.28)  -0.10
C (4.06, -3.43, 0.51)  -0.18
C (4.01, -4.89, 0.95)  -0.07
C (3.51, -1.72, 2.37)  -0.12
C (2.37, -0.93, 2.67)  -0.21
C (2.21, 0.00, 3.72)  0.07
C (1.35, 1.06, 3.65)  -0.22
N (0.63, 1.36, 2.52)  -0.05
C (0.19, 2.65, 2.65)  -0.22
C (-0.51, 3.33, 1.68)  0.06
C (-1.19, 2.71, 0.64)  -0.24
N (-1.38, 1.35, 0.61)  -0.09
C (-2.37, 1.10, -0.29)  -0.25
C (-2.87, -0.21, -0.54)  0.06
C (-2.15, -1.35, -0.30)  -0.22
N (-0.85, -1.36, 0.15)  -0.06
C (-2.79, 2.32, -0.89)  -0.12
C (-2.02, 3.33, -0.33)  -0.11
C (-1.98, 4.80, -0.64)  -0.18
C (-1.78, 5.18, -2.11)  -0.08
C (-3.86, 2.45, -1.92)  -0.18
C (-5.07, 3.23, -1.39)  -0.08
C (0.56, 3.15, 3.94)  -0.12
C (1.22, 2.15, 4.59)  -0.12
C (1.68, 2.10, 6.01)  -0.18
C (0.69, 1.30, 6.88)  -0.08
C (0.20, 4.51, 4.43)  -0.18
C (-1.28, 4.60, 4.81)  -0.08
N (1.38, -1.20, 1.77)  -0.05
C (4.81, -1.63, 3.09)  -0.18
C (4.92, -2.65, 4.21)  -0.08
H (-5.73, -3.53, 0.11)  0.07
H (-4.74, -2.23, 0.79)  0.07
H (-4.25, -3.91, 1.00)  0.07
H (-4.40, -2.44, -1.68)  0.11
H (-3.90, -4.11, -1.47)  0.11
H (-0.28, -4.97, -1.63)  0.12
H (-2.02, -5.18, -1.65)  0.11
H (-0.24, -5.58, 0.81)  0.07
H (-0.92, -6.85, -0.21)  0.07
H (-1.99, -5.84, 0.76)  0.07
H (1.37, -3.84, -0.32)  0.11
H (5.09, -3.08, 0.59)  0.11
H (3.78, -3.35, -0.54)  0.07
H (4.34, -5.00, 1.98)  0.06
H (4.65, -5.49, 0.32)  0.07
H (2.99, -5.27, 0.89)  0.06
H (2.84, -0.10, 4.59)  0.12
H (-0.63, 4.40, 1.81)  0.11
H (-3.83, -0.28, -1.02)  0.12
H (-1.15, 5.23, -0.07)  0.10
H (-2.90, 5.28, -0.28)  0.11
H (-1.05, 4.53, -2.58)  0.08
H (-1.42, 6.20, -2.17)  0.07
H (-2.71, 5.13, -2.67)  0.06
H (-4.19, 1.46, -2.25)  0.10
H (-3.45, 2.97, -2.79)  0.11
H (-5.50, 2.72, -0.52)  0.08
H (-5.83, 3.33, -2.15)  0.07
H (-4.77, 4.23, -1.07)  0.06
H (1.77, 3.12, 6.40)  0.11
H (2.66, 1.63, 6.07)  0.11
H (-0.28, 1.80, 6.91)  0.07
H (1.07, 1.21, 7.89)  0.07
H (0.54, 0.30, 6.47)  0.07
H (0.41, 5.25, 3.65)  0.11
H (0.80, 4.75, 5.30)  0.10
H (-1.91, 4.55, 3.93)  0.07
H (-1.49, 5.53, 5.34)  0.07
H (-1.55, 3.77, 5.46)  0.07
H (4.93, -0.62, 3.49)  0.11
H (5.62, -1.79, 2.37)  0.11
H (4.11, -2.52, 4.93)  0.07
H (5.87, -2.56, 4.74)  0.07
H (4.85, -3.66, 3.81)  0.06
S (2.50, -1.75, -2.63)  0.17
P (1.32, -0.23, -3.12)  0.03
S (0.85, 0.86, -1.52)  0.25
C (2.08, 0.92, -4.33)  -0.37
C (2.74, 0.45, -5.46)  -0.10
C (3.29, 1.36, -6.35)  -0.09
C (3.17, 2.72, -6.13)  -0.10
C (2.51, 3.18, -5.01)  -0.09
C (1.97, 2.29, -4.11)  -0.13
C (-0.15, -0.87, -4.01)  -0.36
C (0.01, -1.84, -4.99)  -0.11
C (-1.08, -2.30, -5.69)  -0.09
C (-2.35, -1.81, -5.41)  -0.10
C (-2.52, -0.85, -4.42)  -0.09
C (-1.42, -0.38, -3.72)  -0.10
H (2.83, -0.61, -5.63)  0.09
H (3.81, 0.99, -7.22)  0.10
H (3.60, 3.42, -6.84)  0.10
H (2.42, 4.24, -4.81)  0.10
H (1.48, 2.64, -3.21)  0.03
H (1.00, -2.24, -5.19)  0.08
H (-0.95, -3.04, -6.47)  0.10
H (-3.20, -2.18, -5.95)  0.10
H (-3.50, -0.46, -4.20)  0.09
H (-1.53, 0.37, -2.95)  0.06

The net charge is 0. The calculation puts the energy above the lowest of the compared OMol25 structures with the same formula, charge and spin at 0.732 eV. Its LUMO energy is -1.52 eV. Its gap between HOMO and LUMO is 5.011 eV.


Below is a structure of composition C48H54Br2FeN8O2S3 in a non-equilibrium geometry, with properties calculated with ωB97M-V with the def2-TZVPD basis set.

Last column: Löwdin spin population.
Geometry (Å):
Fe (1.52, 1.11, -0.22)  1.09
Br (4.23, 1.20, 3.16)  0.00
C (3.65, 2.94, 3.20)  0.00
Br (1.07, 3.03, 1.06)  -0.01
H (4.03, 3.60, 2.45)  0.00
H (2.75, 3.14, 3.75)  0.00
N (-0.28, 0.30, -0.80)  -0.01
S (-1.33, -0.62, -1.20)  0.00
N (-1.73, -1.86, -0.14)  0.00
S (-2.08, -1.45, 1.31)  0.00
N (-1.26, -0.39, 2.08)  0.00
S (0.39, -0.41, 2.34)  0.02
N (1.35, 0.00, 1.30)  0.03
C (0.73, -2.08, 2.93)  0.00
C (1.52, -2.90, 2.15)  0.00
C (1.79, -4.19, 2.59)  0.00
C (1.24, -4.64, 3.79)  0.00
C (0.44, -3.80, 4.55)  0.00
C (0.18, -2.51, 4.12)  0.00
C (0.42, 0.64, 3.80)  0.00
C (-0.45, 1.71, 3.89)  0.00
C (-0.37, 2.56, 4.98)  0.00
C (0.58, 2.34, 5.97)  0.00
C (1.45, 1.26, 5.87)  0.00
C (1.38, 0.41, 4.77)  0.00
C (-3.80, -0.91, 1.23)  0.00
C (-4.28, 0.26, 1.78)  0.00
C (-5.61, 0.59, 1.54)  0.00
C (-6.41, -0.23, 0.77)  0.00
C (-5.91, -1.40, 0.23)  0.00
C (-4.59, -1.75, 0.47)  0.00
C (-2.24, -2.96, 2.27)  0.00
C (-1.75, -4.17, 1.81)  0.00
C (-1.92, -5.29, 2.61)  0.00
C (-2.58, -5.19, 3.82)  0.00
C (-3.07, -3.97, 4.26)  0.00
C (-2.90, -2.84, 3.48)  0.00
C (-1.14, -1.58, -2.70)  0.00
C (-1.79, -2.79, -2.85)  0.00
C (-1.52, -3.57, -3.97)  0.00
C (-0.59, -3.13, -4.90)  0.00
C (0.04, -1.91, -4.75)  0.00
C (-0.24, -1.12, -3.65)  0.00
C (-2.84, 0.37, -1.37)  0.00
C (-2.85, 1.55, -0.65)  0.00
C (-3.90, 2.44, -0.80)  0.00
C (-4.93, 2.14, -1.69)  0.00
C (-4.91, 0.95, -2.40)  0.00
C (-3.86, 0.06, -2.25)  0.00
H (1.91, -2.53, 1.21)  0.00
H (2.43, -4.83, 2.02)  0.00
H (1.45, -5.64, 4.14)  0.00
H (0.02, -4.15, 5.48)  0.00
H (-0.43, -1.84, 4.71)  0.00
H (-1.17, 1.88, 3.11)  0.00
H (-1.04, 3.40, 5.06)  0.00
H (0.65, 3.00, 6.82)  0.00
H (2.19, 1.08, 6.63)  0.00
H (2.07, -0.41, 4.67)  0.00
H (-3.63, 0.88, 2.37)  0.00
H (-6.01, 1.50, 1.96)  0.00
H (-7.43, 0.04, 0.58)  0.00
H (-6.53, -2.04, -0.37)  0.00
H (-4.16, -2.65, 0.05)  0.00
H (-1.25, -4.21, 0.86)  0.00
H (-1.54, -6.24, 2.28)  0.00
H (-2.72, -6.07, 4.43)  0.00
H (-3.59, -3.89, 5.21)  0.00
H (-3.28, -1.88, 3.80)  0.00
H (-2.48, -3.13, -2.10)  0.00
H (-2.02, -4.51, -4.10)  0.00
H (-0.35, -3.76, -5.75)  0.00
H (0.77, -1.57, -5.48)  0.00
H (0.24, -0.17, -3.48)  0.00
H (-2.02, 1.77, 0.00)  0.00
H (-3.91, 3.36, -0.24)  0.00
H (-5.73, 2.84, -1.83)  0.00
H (-5.71, 0.72, -3.08)  0.00
H (-3.84, -0.87, -2.81)  0.00
O (1.34, -1.94, -0.90)  -0.01
N (2.05, -1.52, -1.82)  -0.02
O (2.34, -0.33, -1.92)  -0.06
C (-1.33, 3.17, -4.00)  0.00
C (-0.11, 3.86, -3.37)  0.00
C (0.82, 4.41, -4.45)  0.00
C (-0.56, 4.98, -2.43)  0.00
C (0.59, 2.89, -2.53)  0.01
C (1.16, 2.17, -1.73)  -0.04
H (-1.93, 3.90, -4.55)  0.00
H (-1.96, 2.73, -3.23)  0.00
H (-1.03, 2.38, -4.69)  0.00
H (0.31, 5.17, -5.04)  0.00
H (1.17, 3.63, -5.12)  0.00
H (1.69, 4.88, -3.99)  0.00
H (-1.11, 5.74, -2.98)  0.00
H (0.30, 5.45, -1.96)  0.00
H (-1.20, 4.58, -1.64)  0.00
C (5.41, -1.02, -2.26)  0.00
N (5.07, -0.11, -1.19)  0.00
C (4.80, -0.70, 0.10)  0.00
C (4.62, 1.15, -1.43)  0.00
N (3.84, 1.72, -0.57)  -0.01
N (5.06, 1.76, -2.59)  0.00
C (6.47, 1.78, -2.94)  0.00
C (4.34, 2.91, -3.08)  0.00
H (4.78, -1.92, -2.19)  0.00
H (6.46, -1.34, -2.19)  0.00
H (5.24, -0.56, -3.22)  0.00
H (4.97, -1.77, 0.05)  0.00
H (3.77, -0.51, 0.41)  0.00
H (5.45, -0.27, 0.86)  0.00
H (3.74, 2.71, -0.74)  0.00
H (7.01, 1.00, -2.42)  0.00
H (6.90, 2.75, -2.66)  0.00
H (6.59, 1.66, -4.02)  0.00
H (4.71, 3.85, -2.66)  0.00
H (3.28, 2.81, -2.87)  0.00
H (4.48, 2.95, -4.16)  0.00

As for the spin multiplicity: 2. The net charge is +1. As for the expectation value of S²: 1.21. Its LUMO energy (spin up / spin down) is -5.65 / -5.65 eV. Its gap between HOMO and LUMO (spin up / spin down) is 3.197 / 3.304 eV.


Below is a structure of composition C48H54N3O4P2Pd, with properties calculated with ωB97M-V with the def2-TZVPD basis set.

Last column: Löwdin spin population.
Geometry (Å):
Pd (1.08, -0.16, -0.25)  1.50
C (3.33, 2.81, -0.82)  0.00
C (3.93, 2.04, 0.35)  0.03
P (3.29, 0.36, 0.70)  0.21
C (3.10, 0.33, 2.49)  0.03
C (4.07, -0.24, 3.31)  0.01
C (3.93, -0.16, 4.70)  0.00
C (2.83, 0.47, 5.25)  0.01
C (1.85, 1.03, 4.43)  0.00
C (1.99, 0.96, 3.06)  0.01
C (4.55, -0.86, 0.29)  0.03
C (4.16, -2.20, 0.29)  0.01
C (5.09, -3.21, 0.09)  0.00
C (6.43, -2.88, -0.11)  0.01
C (6.83, -1.55, -0.13)  0.00
C (5.89, -0.53, 0.07)  0.01
C (1.94, 3.37, -0.49)  0.04
P (0.57, 2.26, -0.97)  0.27
C (0.50, 2.48, -2.76)  0.03
C (-0.12, 3.61, -3.30)  0.01
C (-0.04, 3.85, -4.66)  0.00
C (0.67, 2.99, -5.48)  0.00
C (1.30, 1.87, -4.95)  0.00
C (1.21, 1.61, -3.59)  0.00
C (-0.93, 2.89, -0.25)  0.03
C (-2.14, 2.78, -0.96)  0.03
C (-3.30, 3.30, -0.43)  0.00
C (-3.29, 3.91, 0.83)  0.04
C (-2.10, 3.98, 1.56)  0.00
C (-0.93, 3.47, 1.03)  0.03
H (3.30, 2.21, -1.73)  0.00
H (3.98, 3.65, -1.04)  0.00
H (3.79, 2.59, 1.28)  0.00
H (5.01, 1.94, 0.21)  0.01
H (4.93, -0.74, 2.88)  0.00
H (4.70, -0.59, 5.33)  0.00
H (2.74, 0.54, 6.33)  0.00
H (0.99, 1.52, 4.88)  0.00
H (1.22, 1.38, 2.42)  0.00
H (3.11, -2.45, 0.41)  0.00
H (4.78, -4.24, 0.09)  0.00
H (7.16, -3.66, -0.26)  0.00
H (7.86, -1.29, -0.29)  0.00
H (6.23, 0.49, 0.05)  0.00
H (1.74, 4.28, -1.06)  0.01
H (1.86, 3.63, 0.57)  0.00
H (-0.66, 4.30, -2.66)  0.00
H (-0.52, 4.73, -5.07)  0.00
H (0.74, 3.19, -6.54)  0.00
H (1.85, 1.20, -5.59)  0.00
H (1.67, 0.73, -3.17)  0.00
H (-2.15, 2.32, -1.94)  0.00
H (-4.22, 3.26, -0.99)  0.00
H (-4.19, 4.34, 1.23)  0.00
H (-2.10, 4.44, 2.53)  0.00
H (-0.02, 3.53, 1.61)  0.00
C (2.57, -3.48, -3.37)  0.00
N (3.44, -2.30, -3.36)  0.00
C (4.54, -2.21, -4.35)  0.00
C (3.21, -1.30, -2.55)  0.01
O (2.27, -1.28, -1.71)  0.14
H (3.17, -4.36, -3.56)  0.00
H (1.81, -3.39, -4.14)  0.00
H (2.09, -3.58, -2.40)  0.00
H (4.79, -3.21, -4.67)  0.00
H (5.42, -1.76, -3.89)  0.00
H (4.24, -1.63, -5.22)  0.00
H (3.92, -0.47, -2.63)  0.00
C (-0.55, -1.97, 3.99)  0.00
N (0.81, -2.41, 3.67)  0.02
C (1.55, -3.22, 4.65)  0.00
C (1.36, -2.11, 2.51)  0.01
O (0.80, -1.44, 1.61)  0.09
H (-0.53, -1.41, 4.93)  0.00
H (-1.20, -2.83, 4.12)  0.00
H (-0.92, -1.34, 3.20)  0.00
H (0.91, -3.39, 5.51)  0.00
H (2.44, -2.70, 4.99)  0.00
H (1.83, -4.19, 4.24)  0.00
H (2.39, -2.48, 2.41)  0.00
C (-8.14, 0.40, 2.01)  0.00
C (-6.94, -0.52, 1.97)  0.00
C (-6.82, -1.55, 2.90)  0.13
C (-5.70, -2.38, 2.96)  0.01
C (-4.69, -2.20, 2.06)  0.08
C (-4.81, -1.21, 1.06)  0.08
N (-3.76, -1.17, 0.16)  0.31
C (-3.82, -0.99, -1.20)  0.02
C (-5.01, -1.25, -1.89)  0.09
C (-5.08, -1.08, -3.26)  -0.01
C (-3.95, -0.68, -3.97)  0.11
C (-2.74, -0.49, -3.30)  0.01
C (-2.65, -0.66, -1.93)  0.07
C (-1.33, -0.48, -1.29)  0.03
O (-0.30, -0.36, -2.02)  0.22
O (-1.19, -0.44, -0.03)  0.11
C (-5.92, -0.31, 1.04)  0.09
C (-5.98, 0.93, 0.18)  0.01
H (-8.88, 0.03, 2.72)  0.00
H (-8.61, 0.48, 1.03)  0.00
H (-7.86, 1.41, 2.32)  0.00
H (-7.62, -1.70, 3.61)  0.01
H (-5.65, -3.17, 3.69)  0.00
H (-3.83, -2.85, 2.05)  0.00
H (-2.83, -1.28, 0.54)  0.01
H (-5.87, -1.61, -1.34)  0.00
H (-6.00, -1.29, -3.78)  0.00
H (-4.01, -0.55, -5.04)  0.00
H (-1.85, -0.22, -3.85)  0.00
H (-5.03, 1.19, -0.27)  0.00
H (-6.30, 1.78, 0.79)  0.00
H (-6.72, 0.83, -0.63)  0.00

As for the spin multiplicity: 5. The net charge is +3. As for the expectation value of S²: 6.05. The calculation puts the energy above the lowest of the compared OMol25 structures with the same formula, charge and spin at 1.044 eV. Its LUMO energy (spin up / spin down) is -6.48 / -10.28 eV. Its gap between HOMO and LUMO (spin up / spin down) is 8.320 / 5.507 eV.